{
  "formula": "C3H6O3V",
  "method": "ωB97M-V/def2-TZVPD",
  "species": ["H", "O", "C", "O", "V", "O", "C", "C", "H", "H", "H", "H", "H"],
  "xyz": [[-1.54285, 0.46019, 0.08960], [0.12061, 1.47485, -2.08655], [-0.37982, 1.33039, -0.98878], [-1.66762, 1.01939, -0.97798], [-2.07314, 1.61258, -2.76255], [0.00980, 0.76806, 0.16844], [0.84403, -0.44273, 0.18614], [0.60116, -1.13023, 1.50058], [1.87500, -0.09845, 0.05833], [0.53855, -1.05333, -0.67037], [0.55672, -0.40607, 2.32330], [1.44097, -1.81358, 1.68105], [-0.32341, -1.72105, 1.47879]],
  "de_lowest_kcal_mol": 42.4,
  "multiplicity": 4,
  "charge": 2,
  "e_homo_ev": [-19.70, -19.70],
  "e_tot_ha": -1286.80623
}

---

{
  "formula": "C3H11N3O",
  "method": "ωB97M-V/def2-TZVPD",
  "species": ["C", "C", "C", "N", "N", "N", "O", "H", "H", "H", "H", "H", "H", "H", "H", "H", "H", "H"],
  "xyz": [[0.50265, 0.32892, -0.13186], [-1.02834, 0.52952, -0.18948], [0.95851, -0.77070, 0.83043], [1.06941, 1.63333, 0.20560], [-1.77991, -0.36697, -1.04993], [-2.01505, -1.68069, -0.58149], [2.49838, 1.60944, 0.11690], [2.70722, 2.07920, -0.70124], [0.88052, 1.83962, 1.18578], [-1.34079, -0.43792, -1.96388], [0.86337, 0.09814, -1.14352], [-2.72456, -1.63220, 0.14481], [-1.18313, -2.12060, -0.18349], [-1.45283, 0.46182, 0.81703], [-1.20921, 1.54103, -0.56504], [0.45655, -0.67160, 1.79240], [0.76507, -1.76275, 0.42848], [2.03215, -0.67761, 0.98850]],
  "de_lowest_kcal_mol": 80.2,
  "e_homo_ev": -8.91,
  "e_tot_ha": -360.30959
}

---

{
  "formula": "C9H13NO",
  "method": "ωB97M-V/def2-TZVPD",
  "species": ["C", "C", "C", "C", "C", "C", "C", "C", "C", "N", "O", "H", "H", "H", "H", "H", "H", "H", "H", "H", "H", "H", "H", "H"],
  "xyz": [[1.74089, -0.98889, -0.07136], [0.31891, -0.73979, -0.19815], [0.20000, 0.63556, -0.35215], [2.42940, 0.23691, -0.07141], [-0.75808, -1.68943, -0.01388], [-2.07279, -1.15083, -0.67994], [-2.34163, 0.22208, -0.21493], [3.83637, 0.61225, -0.05052], [-2.32899, 0.76403, 1.12324], [1.45935, 1.20504, -0.31108], [-2.86531, 1.10092, -1.06717], [2.25034, -1.97977, 0.20902], [-0.55504, -2.60329, -0.40019], [-1.00098, -1.76151, 1.03605], [-1.95834, -1.08398, -1.72117], [-2.88582, -1.88826, -0.58141], [4.28331, 0.21189, 0.85011], [4.36854, 0.04690, -0.74170], [3.88774, 1.74906, -0.17887], [-2.09570, 1.85214, 0.98517], [-1.65023, 0.31601, 1.80953], [-3.29694, 0.63657, 1.68044], [1.76138, 2.22984, -0.22359], [-2.72639, 2.06654, -0.81606]],
  "de_lowest_kcal_mol": 122.8,
  "e_homo_ev": [-6.62, -6.60],
  "e_tot_ha": -480.56163
}